Here is a 9-piece molecular cluster, C26H74Cl4N13O11P3 overall in a non-equilibrium geometry from OMol25. Energies are from ωB97M-V/def2-TZVPD.

Summary:
- relative energy (zero: lowest compared OMol25 entry of this formula, charge and spin) (kcal/mol) = 80.0
- gap between HOMO and LUMO (eV) = 7.307
- max |F| (eV/A) = 4.04
- SMILES = CN(C)P(=O)(N(C)C)N(C)C.CN(C)P(=O)(N(C)C)N(C)C.CN(C)P(=O)(N(C)C)N(C)C.C[N+](=O)[O-].C[N+](=O)[O-].C[N+](=O)[O-].C[N+](=O)[O-].ClCCCl.ClCCCl
- lowest unoccupied orbital energy (eV) = -0.36

```
131
Properties=species:S:1:pos:R:3:forces:R:3:mulliken_charge:R:1
C 2.288 4.326 -5.350 -1.5 0.2 -1.5 -0.75
N 2.041 3.213 -6.361 1.4 1.6 -0.2 0.29
C 2.696 1.942 -6.034 -0.4 0.3 -0.3 -1.04
P 0.883 3.149 -7.633 -1.9 -0.6 3.5 0.31
O 1.090 2.042 -8.575 0.4 0.0 0.1 -0.85
N -0.583 2.855 -6.656 0.8 -0.3 -2.5 0.37
C -1.048 1.429 -6.551 0.6 0.9 0.4 -0.86
C -1.170 3.852 -5.753 0.4 -1.1 -0.1 -0.94
N 0.707 4.671 -8.250 0.3 2.2 -0.8 0.29
C 1.894 5.502 -8.616 0.3 -0.5 0.9 -1.04
C -0.411 4.979 -9.176 -0.6 -0.5 0.8 -1.09
H 3.297 4.468 -4.965 0.2 -0.9 -0.2 0.46
H 1.581 4.361 -4.522 0.1 -0.7 0.2 0.06
H 2.094 5.296 -5.810 -0.1 0.0 -0.4 0.24
H 3.538 2.142 -5.372 -0.1 -0.1 0.1 0.37
H 3.081 1.446 -6.925 -0.1 0.1 0.0 0.32
H 1.967 1.279 -5.567 0.2 -0.3 0.3 0.20
H -2.062 1.281 -6.923 0.0 0.1 -0.2 0.32
H -0.358 0.750 -7.052 -0.1 0.4 -0.4 0.32
H -1.019 1.071 -5.522 -0.2 0.3 0.3 0.16
H -0.635 3.784 -4.806 -0.2 0.4 0.4 0.11
H -1.153 4.875 -6.128 0.3 -0.1 -0.2 0.24
H -2.217 3.603 -5.580 -0.1 -0.1 0.0 0.43
H 1.719 6.568 -8.758 -1.0 -0.1 -0.4 0.38
H 2.591 5.584 -7.782 0.2 -0.8 -0.1 0.28
H 2.387 5.099 -9.500 0.1 0.1 0.0 0.36
H -1.243 4.322 -8.921 0.1 -0.3 -0.3 0.36
H -0.173 4.926 -10.238 0.4 -0.5 0.0 0.35
H -0.833 5.977 -9.057 0.5 0.3 0.5 0.35
C -1.496 -2.642 2.030 0.3 -1.2 0.7 -0.81
N -2.404 -3.774 2.225 -0.7 -2.1 0.3 0.54
C -3.585 -3.767 1.327 0.7 -0.2 0.5 -1.23
P -1.730 -5.409 2.521 0.4 1.8 0.6 0.28
O -1.208 -6.067 1.277 -0.9 0.2 1.5 -0.82
N -0.454 -5.190 3.657 -0.7 -0.4 -0.9 0.39
C 0.918 -5.493 3.273 -0.1 0.0 -0.5 -1.05
C -0.625 -4.300 4.792 0.2 0.1 0.1 -1.18
N -2.927 -6.202 3.454 -0.2 1.5 -1.1 0.20
C -2.716 -7.623 3.698 -0.3 0.0 0.8 -1.08
C -3.805 -5.515 4.481 0.5 -0.6 -1.1 -1.00
H -0.752 -2.860 1.263 0.2 0.2 -0.2 0.37
H -1.023 -2.547 3.008 0.5 0.6 -0.3 -0.06
H -2.015 -1.718 1.776 -0.2 -0.2 0.1 0.35
H -4.348 -4.449 1.704 0.0 0.1 0.0 0.38
H -3.328 -4.094 0.320 0.0 0.1 -0.3 0.30
H -3.971 -2.748 1.312 -0.2 -0.1 -0.1 0.38
H 1.426 -4.586 2.943 0.3 0.2 -0.1 0.30
H 1.533 -5.950 4.049 -0.3 0.1 0.5 0.35
H 0.922 -6.214 2.456 -0.2 0.2 -0.1 0.30
H 0.002 -3.414 4.695 0.0 0.3 -0.1 0.62
H -1.661 -3.984 4.912 0.2 0.0 -0.2 0.01
H -0.306 -4.734 5.740 0.0 -0.4 0.0 0.32
H -3.487 -8.276 3.290 -0.3 0.2 -0.1 0.29
H -1.775 -8.049 3.349 0.2 0.5 0.0 0.33
H -2.771 -7.676 4.785 0.3 -0.8 0.1 0.41
H -3.244 -5.107 5.321 0.1 0.0 -0.1 0.33
H -4.511 -6.236 4.894 0.1 -0.2 -0.2 0.51
H -4.424 -4.740 4.029 0.3 0.1 -0.1 0.26
C -1.971 -0.118 7.593 0.7 0.2 0.3 -1.17
N -1.534 -0.103 6.225 0.2 0.9 -1.5 0.40
C -2.294 -1.005 5.362 1.3 -0.4 0.0 -0.90
P 0.091 0.167 5.916 -0.5 2.5 -0.8 0.38
O 0.955 -0.986 6.219 0.6 0.4 -0.2 -0.89
N 0.165 0.754 4.302 1.4 -2.3 0.2 0.67
C 1.479 0.756 3.639 0.0 0.0 1.1 -0.97
C -0.802 1.573 3.684 -1.5 0.7 0.0 -1.10
N 0.453 1.619 6.777 0.4 -0.4 0.2 0.32
C 1.862 2.061 6.984 -0.8 -0.6 -0.7 -0.98
C -0.469 2.786 6.822 0.4 -1.7 1.6 -1.35
H -1.072 -0.219 8.202 -0.3 0.4 0.5 0.36
H -2.580 -0.992 7.825 -0.2 0.1 -0.2 0.47
H -2.500 0.824 7.736 -0.2 -0.2 0.9 0.26
H -1.855 -1.975 5.595 -0.7 -0.6 -0.2 0.48
H -2.083 -0.841 4.306 -0.2 0.2 0.1 -0.25
H -3.363 -0.966 5.572 0.1 0.1 0.0 0.47
H 2.131 0.018 4.107 -0.1 -0.3 -0.2 0.38
H 1.418 0.598 2.563 -0.2 -0.1 0.0 0.07
H 1.965 1.708 3.850 0.1 0.3 -0.4 0.34
H -1.591 0.982 3.217 -0.3 0.0 0.0 0.11
H -1.243 2.252 4.414 -0.3 0.1 -0.2 0.15
H -0.433 2.188 2.863 0.6 0.0 0.2 0.55
H 1.962 2.730 7.838 -0.2 -0.3 0.3 0.33
H 2.528 1.202 7.075 -0.1 0.0 0.1 0.28
H 2.188 2.654 6.129 0.1 0.1 -0.3 0.32
H -1.485 2.423 6.671 0.1 0.5 -0.7 0.46
H -0.131 3.673 6.285 -0.2 -0.2 -0.5 0.30
H -0.463 3.005 7.889 -0.1 0.8 0.1 0.42
C -0.767 4.145 -0.137 -0.6 -0.5 1.2 -0.30
N -1.046 5.610 0.131 2.6 0.9 -2.5 0.98
O -1.766 5.960 1.018 -0.6 -0.3 0.5 -0.57
O -0.417 6.394 -0.619 -1.2 -1.2 1.2 -0.57
H 0.261 3.918 -0.423 -0.1 0.7 -0.2 0.07
H -1.461 3.739 -0.872 0.0 0.4 0.0 0.29
H -0.966 3.658 0.818 -0.1 -0.1 -0.1 0.10
C 1.799 -5.064 -1.536 0.0 -0.2 -0.8 -0.82
N 1.350 -3.777 -2.145 -0.9 1.3 0.7 0.86
O 2.205 -2.897 -2.172 -0.7 -0.4 -0.4 -0.50
O 0.166 -3.628 -2.481 2.1 -0.5 0.4 -0.46
H 0.906 -5.629 -1.269 0.3 0.0 0.1 0.30
H 2.533 -4.866 -0.754 -0.6 0.2 0.2 0.31
H 2.391 -5.526 -2.326 -0.3 -0.3 -0.1 0.32
C 5.099 -1.064 0.420 -0.5 -0.2 0.4 -0.76
N 5.152 -0.009 -0.656 -1.9 -1.2 0.0 0.81
O 6.111 0.705 -0.702 0.5 0.6 -0.3 -0.54
O 4.165 0.021 -1.406 1.5 0.2 0.7 -0.38
H 4.049 -1.210 0.675 0.1 0.0 -0.2 0.25
H 5.635 -0.767 1.321 0.2 0.3 -0.4 0.31
H 5.501 -2.007 0.051 0.1 0.3 -0.3 0.30
C 4.440 3.361 -2.344 -0.3 0.4 0.6 -0.45
N 3.139 3.290 -1.616 -0.4 -2.7 0.6 0.83
O 2.180 3.777 -2.174 0.0 0.3 0.5 -0.39
O 3.075 2.597 -0.584 0.1 1.4 -1.1 -0.47
H 4.279 2.981 -3.353 -0.1 0.2 0.2 -0.02
H 5.184 2.765 -1.816 -0.1 0.3 0.0 0.25
H 4.572 4.443 -2.306 0.8 -0.1 -0.5 0.32
Cl -1.014 0.537 0.237 0.5 -0.2 -0.1 -0.24
C 0.608 0.092 -0.467 -0.3 0.6 -0.7 -0.08
C 0.703 0.621 -1.937 -0.1 -0.5 1.7 -0.28
Cl -0.682 -0.015 -2.855 0.4 0.2 -0.4 -0.11
H 0.719 -0.991 -0.403 -0.1 0.1 -0.1 0.23
H 1.314 0.606 0.186 0.2 -0.1 -0.3 0.12
H 1.634 0.276 -2.387 -0.1 -0.1 0.0 0.43
H 0.688 1.710 -1.898 -0.2 -0.1 -0.3 -0.11
Cl -5.313 -0.334 -1.633 0.0 0.4 -0.1 -0.20
C -3.668 -1.060 -1.746 -1.2 -1.3 0.5 0.73
C -3.665 -2.073 -2.910 0.4 0.5 0.3 -0.28
Cl -3.813 -1.113 -4.410 0.3 -0.3 -0.3 -0.18
H -3.656 -1.571 -0.783 0.6 -0.2 -0.2 -0.62
H -2.905 -0.281 -1.754 -0.3 -0.3 -0.4 0.04
H -4.459 -2.819 -2.935 -0.4 0.6 0.5 0.44
H -2.777 -2.705 -2.910 0.5 0.6 -0.2 0.12
```
Positions in Å, forces in eV/Å.


Here is C4H3IPdSSe3Te2 as an isolated structure in a non-equilibrium geometry from OMol25. Energies are from ωB97M-V/def2-TZVPD.

Summary:
- gap between HOMO and LUMO (spin up / spin down) (eV) = 4.635 / 4.635
- max |F| (eV/A) = 1.63
- lowest unoccupied orbital energy (spin up / spin down) (eV) = -3.42 / -3.43

```
15
Properties=species:S:1:pos:R:3:forces:R:3:nbo_charge:R:1
Pd -0.335 -4.726 0.197 -0.5 0.6 -0.8 0.27
Se 2.085 -3.949 0.046 -0.4 -0.2 0.1 -0.30
Se 1.985 -0.157 -0.144 -0.3 -0.2 -0.6 0.11
Te -1.528 0.329 0.401 -0.2 0.1 -0.2 0.26
Se -2.366 -3.666 0.379 0.3 0.0 -0.1 -0.29
Te 0.408 -2.207 0.445 0.8 -0.3 1.4 0.56
C 0.602 1.122 0.224 0.0 0.3 0.0 -0.57
C -0.210 1.737 -0.814 0.0 0.0 0.0 -0.35
C -0.442 3.148 -0.543 -0.1 -0.1 0.0 -0.26
C 0.141 3.571 0.589 0.1 0.0 0.0 -0.35
S 1.037 2.348 1.428 0.1 0.0 0.0 0.43
H -0.199 1.348 -1.822 0.0 0.0 0.0 0.27
H -1.026 3.779 -1.198 0.0 0.0 0.1 0.24
H 0.103 4.567 1.007 0.0 -0.1 -0.1 0.25
I -0.255 -7.242 -0.194 0.3 -0.1 0.1 -0.29
```
Positions in Å, forces in eV/Å.


Here is one molecule with the formula C19H19NO6 in a non-equilibrium geometry from OMol25. Energies are from ωB97M-V/def2-TZVPD.

Summary:
- relative energy (zero: lowest compared OMol25 entry of this formula, charge and spin) (kcal/mol) = 316.8
- gap between HOMO and LUMO (eV) = 7.941
- max |F| (eV/A) = 15.36
- SMILES = Cc1coc2c1c(C)cc1oc(=O)c(CC(=O)NCCC(=O)O)c(C)c12
- lowest unoccupied orbital energy (eV) = 0.21

```
45
Properties=species:S:1:pos:R:3:forces:R:3:nbo_charge:R:1
C -5.524 -0.173 -0.605 0.9 -0.3 -4.4 -0.66
C -4.070 0.413 -0.509 -7.1 2.6 -1.7 -0.12
C -3.680 1.754 -0.920 -8.7 -4.2 0.2 0.13
O -2.489 1.892 -0.618 5.9 -0.4 1.1 -0.39
C -2.032 0.645 -0.141 1.6 1.3 2.9 0.27
C -3.112 -0.250 0.152 4.1 0.2 -0.2 -0.11
C -2.870 -1.533 0.866 4.8 7.8 -3.1 0.02
C -3.817 -2.456 1.085 -1.2 -6.8 -4.0 -0.62
C -1.526 -1.579 1.054 -0.6 -3.1 1.9 -0.24
C -0.568 -0.589 0.982 2.8 -2.1 0.9 0.32
O 0.688 -0.955 1.445 0.0 -3.4 1.4 -0.48
C 1.778 -0.269 1.387 -1.5 6.6 -0.1 0.82
O 2.850 -0.409 1.920 -0.8 -1.7 -0.6 -0.59
C 1.428 1.347 0.854 3.7 -3.2 3.5 -0.08
C 2.696 2.070 1.114 -0.4 0.5 -8.8 -0.51
C 3.962 1.297 0.270 -4.1 3.7 0.8 0.73
O 5.045 1.541 0.627 4.2 -0.3 1.7 -0.60
N 3.642 0.915 -0.971 -7.0 -1.6 -0.7 -0.65
C 4.335 -0.206 -1.593 2.6 1.6 12.2 -0.21
C 4.106 -1.506 -0.639 4.5 0.9 -9.4 -0.49
C 2.828 -2.008 -0.894 -2.0 2.2 0.6 0.74
O 1.791 -1.538 -1.155 -4.8 7.3 -2.9 -0.65
O 2.674 -3.165 -0.625 -1.4 -14.7 4.2 -0.65
C 0.261 1.801 0.465 0.0 -9.6 1.0 0.02
C 0.053 2.968 -0.153 -7.4 1.8 -1.2 -0.65
C -0.711 0.591 0.488 -2.9 5.9 -3.7 -0.10
H -5.617 -1.120 -1.263 0.8 1.1 1.1 0.21
H -6.274 0.399 -1.164 0.7 0.9 -0.3 0.22
H -6.122 -0.370 0.199 -0.6 -0.6 3.1 0.21
H -4.521 2.518 -1.146 2.4 -0.9 0.0 0.22
H -4.689 -2.074 1.406 -2.9 0.9 2.5 0.24
H -4.286 -2.647 -0.070 1.4 -0.4 2.7 0.22
H -3.324 -3.425 1.481 -1.7 1.4 -0.3 0.24
H -1.202 -2.524 1.475 0.5 0.0 0.2 0.21
H 3.123 2.316 1.969 1.2 0.6 4.3 0.24
H 2.567 3.073 0.457 0.8 -1.9 1.6 0.19
H 2.520 0.680 -0.916 3.3 0.8 -0.7 0.40
H 5.300 0.210 -1.218 0.6 -1.3 -1.6 0.23
H 4.140 -0.156 -2.511 -1.3 -0.8 -7.5 0.19
H 4.823 -2.155 -1.462 -1.5 0.6 3.1 0.24
H 4.429 -1.485 0.325 1.0 0.2 2.5 0.27
H 1.626 -3.633 -0.458 4.5 3.1 -1.2 0.52
H 0.860 3.461 -0.193 5.7 4.6 0.5 0.22
H -0.825 3.345 0.368 0.2 1.5 0.0 0.24
H -0.265 2.987 -1.164 -0.6 -0.9 -1.2 0.24
```
Positions in Å, forces in eV/Å.